# 1
This record from OMol25 describes a structure of composition C22H30MnN4Se2Si2 in a non-equilibrium geometry. The level of theory is ωB97M-V/def2-TZVPD.

CARTESIAN COORDINATES (ANGSTROEM)
Se: -3.870 -0.103 -1.188
Se: -2.737 -2.134 -1.097
Mn: -0.652 -0.113 -0.046
Si: 1.251 -1.824 -2.120
Si: -0.208 2.403 1.834
N: -1.583 -1.343 1.299
N: 0.405 0.945 1.090
N: 0.946 -0.878 -0.647
N: -1.292 0.996 -1.663
C: -0.419 1.822 -2.258
C: 1.633 0.370 1.236
C: 1.918 -0.676 0.306
C: 3.782 0.035 2.274
C: 4.042 -1.032 1.397
C: 2.595 0.722 2.203
C: 2.936 -1.436 -2.833
C: -2.412 -2.255 0.792
C: -0.348 2.200 3.694
C: -1.936 2.593 1.124
C: -1.759 -2.396 3.424
C: -2.565 1.011 -2.062
C: 0.044 -1.328 -3.464
C: -1.263 -1.403 2.597
C: 0.839 3.873 1.375
C: -2.120 2.724 -3.656
C: -0.795 2.708 -3.248
C: -2.953 -3.277 1.545
C: 3.130 -1.384 0.433
C: -3.020 1.851 -3.066
C: 1.056 -3.641 -1.729
C: -2.610 -3.349 2.890
H: -1.937 3.042 0.129
H: 1.195 -4.249 -2.626
H: -4.053 1.810 -3.381
H: -2.486 1.646 1.078
H: 2.393 1.534 2.890
H: -0.060 3.363 -3.692
H: 0.913 3.972 0.290
H: -1.321 1.786 3.970
H: 0.403 4.794 1.769
H: 2.973 -1.822 -3.855
H: -1.473 -2.417 4.466
H: 3.777 -1.861 -2.290
H: 3.088 -0.355 -2.887
H: -3.011 -4.138 3.511
H: 4.517 0.307 3.019
H: 4.968 -1.583 1.485
H: -0.580 -0.643 2.953
H: 1.853 3.789 1.771
H: -0.250 3.163 4.201
H: 0.147 -2.055 -4.274
H: -3.626 -3.991 1.092
H: 3.338 -2.220 -0.220
H: 0.423 1.541 4.100
H: 0.302 -0.351 -3.878
H: -1.004 -1.312 -3.172
H: 0.602 1.754 -1.905
H: -2.448 3.397 -4.437
H: -2.517 3.248 1.780
H: 0.058 -3.856 -1.336
H: 1.781 -3.974 -0.983

Forces on atoms 1 to 2 (eV/Å):
Se -0.06 0.01 0.02
Se 0.06 0.01 -0.06

Kohn-Sham gap (spin up / spin down): 6.02 / 5.96 eV
Net charge: +1
Molar mass: 619.5 g/mol

=====

# 2
This record from OMol25 describes an isolated molecule of C4H8FN2OP in a non-equilibrium geometry. The level of theory is ωB97M-V/def2-TZVPD.

CARTESIAN COORDINATES (ANGSTROEM)
P: 2.471 0.290 -0.623
F: 2.871 1.701 0.181
O: 1.000 0.108 0.064
N: 4.091 -1.607 0.959
N: -1.662 0.342 0.139
C: -0.404 -0.264 -0.416
C: -1.864 1.743 -0.035
C: -0.469 -1.691 -0.093
C: 3.509 -0.816 0.399
H: -2.541 2.174 0.608
H: -1.624 -0.055 1.082
H: -0.427 -0.078 -1.451
H: -0.308 -1.866 1.007
H: -2.317 2.048 -0.983
H: -1.034 2.413 -0.013
H: -1.549 -2.061 -0.331
H: 0.257 -2.380 -0.494

Forces on atoms 1 to 2 (eV/Å):
P 0.40 -1.62 2.59
F -0.70 -0.29 -0.30

Kohn-Sham gap (spin up / spin down): 6.38 / 6.60 eV
Net charge: 0
Multiplicity: 3
Molar mass: 150.1 g/mol

=====

# 3
This record from OMol25 describes a structure of composition C5H11ClF3HoV in a non-equilibrium geometry. The level of theory is ωB97M-V/def2-TZVPD.

CARTESIAN COORDINATES (ANGSTROEM)
Ho: 0.282 -0.815 -1.256
V: 0.013 0.216 1.405
Cl: 1.239 1.325 -0.089
F: -0.360 0.656 4.225
F: 1.760 0.154 3.756
F: 0.964 2.182 3.293
C: 2.149 -1.019 -2.555
C: 0.635 0.817 3.254
C: -0.281 -1.657 0.916
C: -1.076 -0.164 -3.055
C: -1.831 1.129 1.364
H: -2.171 -0.258 -2.948
H: -0.818 0.906 -3.197
H: 0.482 -2.013 1.688
H: -0.744 -0.719 -3.954
H: -2.436 0.905 0.473
H: 2.403 0.048 -2.734
H: -2.360 0.836 2.281
H: 1.971 -1.469 -3.545
H: 3.045 -1.483 -2.115
H: -1.580 2.198 1.394
H: -1.285 -1.776 1.400

Forces on atoms 1 to 2 (eV/Å):
Ho -0.40 -0.42 -0.83
V -1.89 0.35 1.75

Kohn-Sham gap (spin up / spin down): 7.15 / 7.41 eV
Net charge: -1
Multiplicity: 7
Molar mass: 379.5 g/mol

=====

# 4
This record from OMol25 describes a structure of composition C40H28N11ORuS in a non-equilibrium geometry. The level of theory is ωB97M-V/def2-TZVPD.

CARTESIAN COORDINATES (ANGSTROEM)
Ru: 0.752 -0.081 0.144
S: 1.120 -1.627 1.865
O: 0.994 1.401 -1.941
N: -0.603 -1.601 3.891
N: 4.082 -0.085 0.303
N: 0.863 -2.467 -2.211
N: 0.627 2.406 2.368
N: -0.900 2.328 -2.774
N: 2.209 -1.074 -0.803
N: -0.721 1.056 0.915
N: -0.603 -1.009 -0.978
N: 2.123 1.088 1.039
N: -2.578 0.195 -0.348
N: -1.482 -2.322 1.801
C: 5.304 1.378 4.376
C: 3.082 2.357 4.339
C: -1.874 -3.947 -2.742
C: -2.598 -1.962 -1.568
C: -1.962 1.127 0.365
C: -1.588 -2.772 -2.067
C: 4.240 -1.364 -1.827
C: 5.559 -1.294 -2.223
C: 3.636 -2.729 -3.723
C: 2.002 -1.881 -1.870
C: -2.076 2.177 -3.607
C: -0.316 -2.120 -1.725
C: 0.014 1.358 -2.678
C: -1.890 4.306 2.095
C: 3.512 -0.745 -0.698
C: 3.293 -2.074 -2.557
C: -0.469 2.166 1.646
C: -3.777 2.996 0.440
C: 5.142 0.866 3.093
C: 3.940 1.111 2.460
C: -1.641 3.044 1.578
C: -4.023 4.271 0.934
C: -3.932 -2.276 -1.752
C: 1.772 1.803 2.153
C: -2.574 2.398 0.775
C: -3.757 -3.107 1.516
C: -3.211 -4.281 -2.912
C: -2.660 -2.553 2.378
C: -1.793 -1.832 4.440
C: 4.963 -2.658 -4.136
C: -3.090 4.916 1.757
C: -0.488 -1.871 2.588
C: -1.940 -0.841 -0.876
C: -4.229 -3.451 -2.430
C: 4.289 2.115 4.988
C: 3.398 0.637 1.174
C: 2.929 1.836 3.070
C: -2.865 -2.314 3.730
C: 5.914 -1.955 -3.396
C: -0.726 3.576 -2.047
H: -5.263 -3.734 -2.585
H: -4.944 4.779 0.679
H: 2.286 2.920 4.809
H: -3.335 -3.503 0.597
H: -4.473 -2.323 1.259
H: -2.058 2.872 -4.450
H: -1.168 4.794 2.737
H: 5.918 0.289 2.606
H: -3.820 -2.502 4.201
H: -0.028 3.416 -1.229
H: -3.313 5.906 2.133
H: 6.935 -1.911 -3.751
H: -1.079 -4.581 -3.112
H: 4.440 2.494 5.990
H: -1.878 -1.621 5.502
H: -4.491 2.483 -0.192
H: -0.193 0.494 -3.326
H: 6.281 -0.735 -1.642
H: -4.710 -1.625 -1.376
H: -3.473 -5.195 -3.429
H: -0.325 4.351 -2.703
H: -2.973 2.366 -3.016
H: -4.298 -3.896 2.038
H: 6.225 1.195 4.913
H: -1.687 3.904 -1.649
H: 5.265 -3.148 -5.053
H: -2.125 1.159 -3.990
H: 2.892 -3.267 -4.295

Forces on atoms 1 to 2 (eV/Å):
Ru 0.97 -0.95 0.45
S -0.96 0.71 -0.80

Kohn-Sham gap (spin up / spin down): 5.05 / 4.78 eV
Net charge: 0
Multiplicity: 2
Molar mass: 811.9 g/mol

=====

# 5
This record from OMol25 describes an isolated molecule of C4H8N2 in a non-equilibrium geometry. The level of theory is ωB97M-V/def2-TZVPD.

CARTESIAN COORDINATES (ANGSTROEM)
N: 0.000 1.238 -0.779
N: -0.444 -1.303 0.443
C: 1.029 0.135 -0.911
C: -0.989 -0.234 1.150
C: -0.408 1.113 0.659
C: 0.648 -1.209 -0.249
H: 1.480 0.179 -1.875
H: -1.180 1.878 0.870
H: -0.861 1.068 -1.402
H: -2.011 -0.422 1.611
H: 1.196 -2.108 -0.799
H: 1.950 0.628 -0.385
H: -0.867 -2.324 0.402
H: 0.457 1.362 1.266

Forces on atoms 1 to 2 (eV/Å):
N -1.02 -2.13 0.03
N -1.88 -1.57 1.46

Kohn-Sham gap: 7.29 eV
Net charge: 0
Molar mass: 84.1 g/mol

=====

# 6
This record from OMol25 describes a cluster of 2 separate species, C4H12 in total in a non-equilibrium geometry. The level of theory is ωB97M-V/def2-TZVPD.

CARTESIAN COORDINATES (ANGSTROEM)
C: 0.261 0.085 -2.968
C: -0.162 -0.406 2.845
C: -0.969 0.104 1.638
C: 0.873 0.209 -1.547
H: -0.404 -0.051 0.732
H: 0.821 0.066 2.865
H: 0.015 -0.972 -3.068
H: 1.861 0.684 -1.554
H: -1.252 1.148 1.758
H: -0.695 -0.082 3.738
H: -0.033 -1.484 2.794
H: 1.019 0.350 -3.700
H: 0.263 0.842 -0.910
H: 1.095 -0.757 -1.097
H: -0.659 0.641 -3.079
H: -1.881 -0.486 1.520

Forces on atoms 1 to 2 (eV/Å):
C 0.71 -0.89 1.08
C -0.38 0.81 -0.44

Kohn-Sham gap: 12.65 eV
Net charge: 0
Structure (SMILES): CC.CC
Molar mass: 60.1 g/mol

=====

# 7
This record from OMol25 describes a structure of composition C19H32BaF2O15V2 in a non-equilibrium geometry. The level of theory is ωB97M-V/def2-TZVPD.

CARTESIAN COORDINATES (ANGSTROEM)
Ba: -3.267 -3.534 -2.610
V: -2.381 0.832 -4.067
V: 1.237 4.605 1.290
F: -1.394 0.015 -5.770
F: -3.373 -0.923 -3.583
O: -1.367 -2.029 -1.123
O: 0.723 5.443 -0.850
O: -0.248 0.650 2.362
O: 3.642 -1.627 -3.742
O: -3.125 -4.557 -0.112
O: 2.263 -3.694 3.082
O: 1.314 2.414 0.506
O: -0.838 0.167 -2.939
O: -1.096 4.426 1.016
O: -3.028 1.814 -2.170
O: -1.398 2.801 -4.035
O: 0.984 3.663 3.241
O: -0.313 -4.648 -1.362
O: -2.535 -0.937 3.777
O: 5.287 2.945 -1.496
C: 0.584 4.317 4.486
C: 0.636 1.369 0.159
C: -0.348 4.745 -1.260
C: 2.585 -1.442 -2.840
C: -1.355 3.386 -2.917
C: -2.333 2.755 -1.781
C: -0.380 4.442 -2.537
C: -0.040 0.413 1.096
C: -0.374 0.158 -1.799
C: 4.860 1.556 -1.112
C: -2.279 3.251 -0.478
C: 0.446 1.230 -1.186
C: -1.315 4.191 -0.217
C: 2.123 -2.611 2.184
C: 0.654 -5.388 -0.578
C: -0.905 -0.949 -0.767
C: -0.776 -0.654 0.692
C: -3.747 -0.386 3.258
C: -2.861 -3.806 1.040
H: 1.256 4.116 5.320
H: 0.995 1.785 -1.933
H: 1.643 -5.593 -0.989
H: 2.077 -0.513 -3.101
H: 1.556 -2.957 1.320
H: -4.519 -0.603 3.997
H: 0.054 -6.260 -0.318
H: -0.243 -3.724 -1.111
H: -3.627 0.689 3.119
H: -2.878 2.860 0.331
H: 3.093 -2.220 1.877
H: 4.071 -2.459 -3.526
H: 0.728 2.754 3.417
H: 1.479 -1.793 2.507
H: 1.785 -2.171 -2.971
H: 0.789 5.370 4.297
H: 1.500 -4.264 2.958
H: -1.789 -0.611 3.269
H: -0.417 4.076 4.845
H: 5.519 1.086 -0.382
H: -3.274 -5.437 0.241
H: -3.978 -0.912 2.332
H: 3.869 1.567 -0.657
H: 4.745 0.891 -1.968
H: -1.797 -3.662 1.229
H: 5.012 3.540 -0.794
H: 0.322 4.750 -3.297
H: -1.390 -1.200 1.392
H: -3.174 -4.310 1.955
H: 0.811 -4.985 0.423
H: 2.896 -1.364 -1.798
H: -3.378 -2.853 1.158

Forces on atoms 1 to 2 (eV/Å):
Ba 0.84 1.56 -0.38
V 0.87 -1.61 -1.94

Kohn-Sham gap (spin up / spin down): 4.96 / 4.84 eV
Net charge: +2
Multiplicity: 9
Molar mass: 777.7 g/mol

=====

Number 1: energy -207026.736 eV. Number 2: energy -21306.519 eV. Number 3: energy -77522.833 eV. Number 4: energy -73794.723 eV. Number 5: energy -7254.162 eV. Number 6: energy -4342.220 eV. Number 7: energy -108418.544 eV.